88
Properties=species:S:1:pos:R:3 method="wB97M-V/def2-TZVPD" gap_ha=0.3223 total_charge=+1 energy_ev=-43918.9012 homo_energy_ev=-12.8557
C 3.52 -2.64 -0.28
B 2.70 -1.40 -0.77
O 3.28 -0.36 -1.46
N 1.25 -1.23 -0.39
C 0.39 -2.23 -0.61
N -0.93 -2.15 -0.09
N 0.73 -3.31 -1.28
H 2.96 -3.21 0.45
H 3.66 -3.30 -1.14
H 4.48 -2.35 0.13
H 2.82 -0.28 -2.31
H 0.88 -0.30 -0.56
H -1.20 -1.17 -0.19
H -0.85 -2.27 0.92
H 0.64 -4.20 -0.79
H 1.12 -3.30 -2.22
C -4.22 -5.03 -0.22
C -3.97 -6.39 0.43
C -3.04 -6.31 1.65
C -1.73 -5.78 1.26
N -0.70 -5.36 0.96
H -3.30 -4.59 -0.61
H -4.91 -5.13 -1.05
H -4.66 -4.34 0.51
H -3.54 -7.07 -0.31
H -4.92 -6.82 0.75
H -2.89 -7.29 2.09
H -3.46 -5.65 2.41
C 3.40 2.13 0.61
C 4.19 3.08 -0.27
C 4.39 4.46 0.37
C 3.10 5.11 0.63
N 2.09 5.60 0.82
H 2.39 2.51 0.80
H 3.31 1.16 0.13
H 3.89 1.99 1.58
H 3.68 3.20 -1.23
H 5.17 2.65 -0.48
H 4.98 5.11 -0.28
H 4.93 4.37 1.32
C 1.98 -7.23 -4.20
C 2.96 -6.40 -5.03
C 3.26 -5.04 -4.40
C 2.04 -4.23 -4.28
N 1.07 -3.63 -4.19
H 1.00 -6.74 -4.13
H 1.81 -8.20 -4.66
H 2.35 -7.40 -3.19
H 2.56 -6.26 -6.03
H 3.90 -6.95 -5.13
H 3.98 -4.48 -5.01
H 3.69 -5.16 -3.40
C -7.19 -0.87 1.28
C -8.04 -2.10 0.99
C -8.43 -2.87 2.26
C -7.25 -3.35 2.98
N -6.32 -3.72 3.54
H -6.25 -1.14 1.75
H -6.96 -0.33 0.36
H -7.72 -0.18 1.95
H -7.49 -2.77 0.32
H -8.95 -1.80 0.47
H -9.05 -3.73 2.01
H -9.01 -2.23 2.93
C 0.00 7.20 -1.39
C -0.72 5.86 -1.41
C -1.15 5.44 -2.82
C -2.08 6.40 -3.41
N -2.82 7.15 -3.87
H -0.65 8.01 -1.74
H 0.31 7.44 -0.37
H 0.89 7.19 -2.02
H -1.59 5.90 -0.76
H -0.05 5.09 -1.00
H -1.64 4.46 -2.80
H -0.28 5.36 -3.48
C 2.76 7.34 5.83
C 3.00 7.44 4.33
C 3.91 6.32 3.81
C 5.23 6.37 4.44
N 6.27 6.40 4.93
H 3.69 7.45 6.40
H 2.08 8.14 6.16
H 2.30 6.39 6.10
H 3.45 8.41 4.09
H 2.05 7.38 3.80
H 4.04 6.42 2.73
H 3.47 5.34 4.00